Model P:
Formula: C5H11O3
Source: the Open Molecules 2025 dataset
Level of theory: ωB97M-V/def2-TZVPD

Structure (ORCA input):
```
! wB97M-V def2-TZVPD RIJCOSX def2/J DEFGRID3
* xyz -1 1
C 0.274 -1.553 -0.730
O -0.571 -1.242 -1.858
C -0.547 -1.722 0.537
C -0.778 -0.348 1.204
C -1.153 0.823 0.316
C -0.338 1.910 0.069
O -0.665 2.990 -0.491
H 0.831 -2.420 -1.089
H 0.967 -0.720 -0.689
H -0.148 -2.544 1.133
H -1.549 -2.027 0.216
H -1.556 -0.370 1.973
H 0.165 -0.048 1.684
H -2.175 0.807 -0.054
H -1.035 -0.467 -1.596
H 0.672 1.775 0.512
H 2.337 0.976 -0.395
H 2.344 2.444 -0.252
O 2.926 1.737 -0.490
*
```

Its HOMO energy is -2.71 eV. Its HOMO-LUMO gap is 0.2432 Ha.

Model Q:
Formula: C5H11O3
Source: the Open Molecules 2025 dataset
Level of theory: ωB97M-V/def2-TZVPD

Structure (ORCA input):
```
! wB97M-V def2-TZVPD RIJCOSX def2/J DEFGRID3
* xyz -1 1
C 0.226 -1.151 -0.565
C -1.286 -0.828 -0.458
C 0.419 -2.587 -0.863
O 0.732 -0.241 -1.544
H 0.776 -0.681 0.385
H -1.645 0.175 -0.124
H -0.131 -2.835 -1.782
H 1.517 -2.751 -1.060
H 0.074 -3.117 0.009
H 0.284 0.747 -1.287
H -1.612 -1.663 0.163
H -1.833 -0.933 -1.381
C 0.200 1.989 1.790
C 0.620 2.653 0.374
O 1.702 3.214 0.374
O -0.278 2.732 -0.483
H 0.891 2.099 2.577
H 0.133 0.847 1.523
H -0.789 2.331 2.352
*
```

Its HOMO energy is -4.29 eV. Its HOMO-LUMO gap is 0.2921 Ha.

Top of the stability list: model Q, leading by 6.8 kcal/mol.

Model P:
Formula: C5H11O3
Source: the Open Molecules 2025 dataset
Level of theory: ωB97M-V/def2-TZVPD

Structure (ORCA input):
```
! wB97M-V def2-TZVPD RIJCOSX def2/J DEFGRID3
* xyz -1 1
O 2.792 1.287 1.085
C 1.637 1.695 1.355
O 1.265 2.274 2.396
C 0.522 1.373 0.358
C -0.102 -0.003 0.726
C 0.232 -1.063 -0.295
C -0.459 -2.379 0.025
H -0.197 2.181 0.349
H 0.910 1.271 -0.657
H 0.394 -0.329 1.646
H -1.149 0.014 0.923
H -0.035 -0.631 -1.255
H 1.315 -1.199 -0.257
H 0.025 -2.861 0.878
H -0.511 -3.119 -0.777
H -1.513 -2.183 0.263
H -1.003 1.217 -1.858
H -2.498 1.065 -2.344
O -1.627 1.391 -2.561
*
```

Its HOMO energy is -3.95 eV. Its HOMO-LUMO gap is 0.2662 Ha.

Model Q:
Formula: C5H11O3
Source: the Open Molecules 2025 dataset
Level of theory: ωB97M-V/def2-TZVPD

Structure (ORCA input):
```
! wB97M-V def2-TZVPD RIJCOSX def2/J DEFGRID3
* xyz -1 1
C -1.154 0.681 2.611
C -0.933 1.234 1.193
O -1.927 1.286 0.438
O 0.259 1.565 0.906
H -0.377 1.020 3.281
H -1.096 -0.411 2.603
H -2.146 0.968 2.967
C 1.019 -1.056 -0.970
C -0.426 -1.601 -1.082
C 1.997 -1.813 -1.841
O 1.082 0.294 -1.360
H 1.274 -1.149 0.090
H -0.704 -2.142 -0.171
H 1.914 -1.547 -2.894
H 3.022 -1.631 -1.501
H 1.832 -2.877 -1.732
H 0.676 0.833 -0.629
H -0.626 -2.181 -1.977
H -1.056 -0.712 -1.131
*
```

Its HOMO energy is -4.51 eV. Its HOMO-LUMO gap is 0.3104 Ha.

Top of the stability list: model Q, leading by 10.0 kcal/mol.

Model P:
Formula: C5H11O3
Source: the Open Molecules 2025 dataset
Level of theory: ωB97M-V/def2-TZVPD

Structure (ORCA input):
```
! wB97M-V def2-TZVPD RIJCOSX def2/J DEFGRID3
* xyz -1 1
C 0.261 -1.740 0.608
O 0.525 -2.141 -0.781
C -0.993 -1.158 1.020
C -0.653 0.420 1.213
C -0.590 1.027 -0.211
C -0.098 2.310 -0.492
O -0.220 2.816 -1.610
H 0.193 -2.830 0.888
H 1.150 -1.164 0.928
H -1.299 -1.415 1.996
H -1.801 -1.247 0.336
H -1.548 0.937 1.669
H 0.171 0.482 1.947
H -1.010 0.375 -0.856
H 0.898 -1.362 -1.280
H 0.502 2.860 0.250
H 1.345 -0.011 -1.421
H 1.344 1.305 -2.132
O 1.821 0.536 -2.071
*
```

Its HOMO energy is -2.43 eV. Its HOMO-LUMO gap is 0.2303 Ha.

Model Q:
Formula: C5H11O3
Source: the Open Molecules 2025 dataset
Level of theory: ωB97M-V/def2-TZVPD

Structure (ORCA input):
```
! wB97M-V def2-TZVPD RIJCOSX def2/J DEFGRID3
* xyz -1 1
H -1.448 -1.514 0.320
O -1.248 -4.426 -1.175
C -1.933 -3.422 -0.972
C -2.065 -2.712 0.288
H -1.647 -3.258 1.143
H -2.553 -3.023 -1.810
H -3.109 -2.446 0.505
O -0.713 0.014 0.539
C -0.330 0.890 -0.445
C 0.684 1.933 0.009
O 1.920 1.325 0.307
C 2.891 2.233 0.750
H -1.184 1.472 -0.870
H 0.129 0.370 -1.325
H 0.822 2.691 -0.788
H 0.299 2.456 0.907
H 3.814 1.673 0.947
H 3.093 3.007 -0.012
H 2.575 2.739 1.680
*
```

Its HOMO energy is -3.29 eV. Its HOMO-LUMO gap is 0.2564 Ha.

Top of the stability list: model Q, leading by 2.7 kcal/mol.